{
  "formula": "C19H63BBrFN2O14P",
  "method": "ωB97M-V/def2-TZVPD",
  "relative_energy_kcal_mol": 37.97,
  "homo_ev": -11.54,
  "total_charge": 1,
  "energy_ev": -135086.024,
  "homo_lumo_gap_ev": 8.93,
  "species": ["C", "B", "O", "C", "P", "O", "Br", "N", "C", "C", "C", "C", "O", "C", "N", "C", "F", "H", "H", "H", "H", "H", "H", "H", "H", "H", "H", "H", "H", "H", "H", "H", "H", "H", "H", "H", "C", "O", "H", "H", "H", "H", "C", "O", "H", "H", "H", "H", "C", "O", "H", "H", "H", "H", "C", "O", "H", "H", "H", "H", "C", "O", "H", "H", "H", "H", "C", "O", "H", "H", "H", "H", "C", "O", "H", "H", "H", "H", "C", "O", "H", "H", "H", "H", "C", "O", "H", "H", "H", "H", "C", "O", "H", "H", "H", "H", "C", "O", "H", "H", "H", "H"],
  "positions_angstrom": [[2.8939, -2.8708, 3.7639], [1.6527, -3.3029, 2.8356], [1.4273, -4.7069, 2.7160], [0.6546, -2.2421, 2.1061], [-0.9284, -2.2561, 3.2257], [-1.3069, -3.8872, 3.5278], [-0.3759, -1.4282, 5.2580], [1.2102, -0.8627, 2.1772], [0.6780, 0.0977, 1.1460], [-0.7495, 0.6581, 1.4402], [-1.9637, -0.0339, 0.7524], [-2.9104, 1.1433, 0.2617], [-3.9767, 0.6898, -0.5696], [0.9268, -0.5447, -0.2495], [0.4467, -1.9300, -0.4574], [0.1882, -2.7449, 0.7042], [-1.1919, -3.0342, 0.7604], [3.6790, -3.6611, 3.6275], [2.6401, -2.8893, 4.8522], [3.3758, -1.9084, 3.4840], [2.2234, -5.0767, 2.3125], [-1.0376, -4.0789, 4.4392], [2.2219, -0.9316, 1.9727], [1.1377, -0.4050, 3.0936], [1.3684, 0.9791, 1.2038], [-0.7495, 1.7652, 1.2317], [-0.9068, 0.5801, 2.5517], [-1.7473, -0.6419, -0.1513], [-2.5878, -0.6398, 1.4517], [-2.3276, 1.9121, -0.3061], [-3.3423, 1.6228, 1.1742], [-3.9303, -0.2668, -0.5081], [2.0188, -0.4976, -0.5011], [0.4274, 0.1177, -1.0073], [1.1780, -2.4099, -0.9757], [0.6613, -3.7396, 0.5354], [-2.0153, 0.9008, -3.2228], [-0.8456, 1.4193, -2.5970], [-2.2442, -0.0686, -2.7815], [-2.8558, 1.5775, -3.0585], [-1.8398, 0.7774, -4.2958], [-0.6646, 2.2771, -3.0036], [2.8037, -6.8367, 4.9558], [3.8058, -6.8576, 3.9411], [3.2046, -6.3306, 5.8323], [1.9250, -6.2954, 4.5975], [2.5265, -7.8582, 5.2260], [3.4320, -7.3096, 3.1803], [-4.0247, -3.6968, -0.8729], [-3.4503, -2.5255, -1.4318], [-4.1837, -3.5318, 0.1918], [-4.9831, -3.9093, -1.3532], [-3.3449, -4.5416, -1.0093], [-3.3190, -2.6935, -2.3700], [-2.2963, 4.0123, -5.2235], [-1.3648, 3.8106, -4.1679], [-2.4510, 3.0646, -5.7364], [-3.2495, 4.3626, -4.8201], [-1.9021, 4.7452, -5.9312], [-1.2411, 4.6594, -3.7320], [-1.8202, 4.8529, 1.3970], [-1.1629, 3.8046, 2.1042], [-1.2353, 5.0943, 0.5109], [-2.8188, 4.5299, 1.0914], [-1.8971, 5.7406, 2.0293], [-1.6966, 3.6054, 2.8820], [5.4485, -0.7134, 1.2027], [4.0717, -0.5056, 1.5382], [5.7125, -1.7438, 1.4317], [5.5976, -0.5292, 0.1381], [6.0767, -0.0413, 1.7896], [3.8637, 0.4099, 1.3263], [1.7802, 5.3993, -4.4857], [0.4812, 5.9703, -4.6209], [1.6847, 4.4231, -4.0146], [2.2391, 5.2803, -5.4700], [2.4046, 6.0408, -3.8600], [0.5867, 6.8292, -5.0375], [-2.4283, 2.9478, 5.7322], [-2.1733, 2.1864, 4.5513], [-2.1431, 3.9818, 5.5467], [-3.4908, 2.9077, 5.9813], [-1.8385, 2.5571, 6.5646], [-2.4318, 1.2797, 4.7360], [4.1732, -0.5937, -3.3433], [4.5698, -1.0776, -2.0594], [4.6489, 0.3704, -3.5113], [4.4915, -1.2910, -4.1208], [3.0873, -0.4700, -3.3798], [4.1417, -1.9273, -1.9308], [-6.0610, -3.3634, -4.6704], [-4.8842, -2.8301, -4.0686], [-6.2710, -4.3320, -4.2211], [-6.9069, -2.6948, -4.4947], [-5.9078, -3.4914, -5.7445], [-4.7163, -1.9771, -4.4774], [3.7133, 4.9093, -0.9934], [4.0559, 4.1553, -2.1513], [4.0282, 5.9395, -1.1460], [2.6314, 4.8841, -0.8350], [4.2249, 4.5041, -0.1160], [3.7705, 3.2519, -1.9976]]
}

=====

{
  "formula": "CH6ClN4",
  "method": "ωB97M-V/def2-TZVPD",
  "relative_energy_kcal_mol": 53.11,
  "homo_ev": -14.47,
  "total_charge": 1,
  "energy_ev": -19606.143,
  "homo_lumo_gap_ev": 10.97,
  "species": ["C", "N", "N", "N", "N", "Cl", "H", "H", "H", "H", "H", "H"],
  "positions_angstrom": [[-0.5887, 0.7891, -0.0094], [-1.3149, 0.8449, 0.9538], [-1.7858, 1.6071, -0.2085], [0.4831, 0.5017, -0.7373], [1.5578, -1.5816, 0.5519], [0.1106, -2.6319, 0.6938], [-2.6238, 1.2734, -0.6641], [-1.9068, 2.6332, -0.2418], [1.1110, -0.1656, -0.1167], [0.6880, 0.2543, -1.6445], [1.9308, -1.4249, 1.4287], [2.3387, -2.0998, -0.0060]]
}

=====

{
  "formula": "C43H41N4O3P2PtTe",
  "method": "ωB97M-V/def2-TZVPD",
  "relative_energy_kcal_mol": 14.50,
  "homo_ev": [-6.00, -6.03],
  "total_charge": 0,
  "spin_multiplicity": 2,
  "energy_ev": -86473.610,
  "homo_lumo_gap_ev": [6.16, 5.99],
  "species": ["Pt", "Te", "C", "C", "C", "N", "C", "C", "C", "P", "C", "C", "C", "C", "C", "C", "C", "C", "C", "C", "C", "C", "P", "C", "C", "C", "C", "C", "C", "C", "C", "C", "C", "C", "C", "H", "H", "H", "H", "H", "H", "H", "H", "H", "H", "H", "H", "H", "H", "H", "H", "H", "H", "H", "H", "H", "H", "H", "H", "N", "C", "C", "O", "O", "H", "H", "H", "H", "H", "N", "C", "C", "C", "C", "C", "C", "H", "H", "H", "H", "H", "H", "H", "O", "N", "C", "C", "C", "C", "C", "H", "H", "H", "H", "H"],
  "positions_angstrom": [[-0.0349, 0.2063, -0.3815], [-1.6135, 4.7033, 0.3833], [-1.5165, 5.4335, 2.3959], [-2.6185, 5.3408, 3.2396], [-2.4979, 5.7601, 4.5580], [-1.3761, 6.2605, 5.0750], [-0.3303, 6.3636, 4.2555], [-0.3494, 5.9715, 2.9236], [-0.8724, 2.8094, 0.6825], [0.8192, 2.2101, 0.4718], [1.3167, 1.7002, 2.1756], [1.0454, 2.5079, 3.2765], [1.3694, 2.0882, 4.5584], [1.9803, 0.8558, 4.7563], [2.2465, 0.0388, 3.6671], [1.9019, 0.4555, 2.3871], [1.7156, 3.7781, 0.1946], [1.5317, 4.4271, -1.0253], [2.2382, 5.5778, -1.3289], [3.1450, 6.1015, -0.4136], [3.3449, 5.4567, 0.7969], [2.6414, 4.2923, 1.0964], [-1.8271, 1.3304, 0.5587], [-3.5332, 1.8115, 0.1288], [-3.7406, 2.3853, -1.1262], [-5.0087, 2.7663, -1.5305], [-6.0967, 2.5561, -0.6910], [-5.9078, 1.9404, 0.5366], [-4.6331, 1.5546, 0.9402], [-1.9788, 0.7176, 2.2968], [-2.3447, 1.5890, 3.3213], [-2.3720, 1.1588, 4.6377], [-2.0174, -0.1488, 4.9512], [-1.6392, -1.0208, 3.9429], [-1.6177, -0.5842, 2.6218], [-3.5592, 4.9460, 2.8743], [-3.3411, 5.6850, 5.2379], [0.5736, 6.7760, 4.6935], [0.5380, 6.0779, 2.3099], [0.5549, 3.4637, 3.1284], [1.1313, 2.7192, 5.4063], [2.2356, 0.5289, 5.7566], [2.7150, -0.9268, 3.8190], [2.0825, -0.1877, 1.5317], [0.8466, 4.0016, -1.7491], [2.0883, 6.0670, -2.2832], [3.6971, 7.0027, -0.6489], [4.0573, 5.8510, 1.5117], [2.8277, 3.7839, 2.0329], [-2.8880, 2.5383, -1.7799], [-5.1517, 3.2304, -2.4982], [-7.0878, 2.8645, -0.9990], [-6.7548, 1.7624, 1.1878], [-4.4930, 1.0766, 1.9011], [-2.5961, 2.6149, 3.0750], [-2.6493, 1.8504, 5.4242], [-2.0199, -0.4808, 5.9820], [-1.3492, -2.0357, 4.1874], [-1.3128, -1.2513, 1.8222], [-4.3540, -1.5002, -0.8381], [-3.8129, -2.6830, -1.5008], [-2.4437, -2.3760, -2.1190], [-1.7895, -3.1923, -2.7089], [-2.0399, -1.1234, -1.9053], [-4.7456, -1.6982, 0.0709], [-5.0636, -1.0348, -1.3886], [-2.7374, -0.7002, -1.3484], [-4.4469, -3.0697, -2.3002], [-3.6596, -3.4958, -0.7916], [0.5349, -2.2142, -0.1661], [1.3046, -2.6073, -1.3289], [1.2450, -1.8437, -2.4853], [1.9484, -2.2361, -3.6137], [2.7295, -3.3840, -3.5888], [2.8126, -4.1326, -2.4243], [2.0997, -3.7466, -1.2969], [-0.3950, -2.6156, -0.2369], [0.9776, -2.5849, 0.6663], [0.6443, -0.9395, -2.5011], [1.8815, -1.6445, -4.5171], [3.2625, -3.6975, -4.4768], [3.4171, -5.0302, -2.3976], [2.1587, -4.3409, -0.3915], [2.6473, 1.1981, -0.7198], [3.9119, 0.9153, -0.5530], [4.8007, 1.9020, -0.3376], [6.1111, 1.6062, -0.0141], [6.5225, 0.2884, 0.0859], [5.5990, -0.7092, -0.1846], [4.2971, -0.3756, -0.4966], [4.4121, 2.9055, -0.4331], [6.8024, 2.4212, 0.1478], [7.5414, 0.0439, 0.3516], [5.8844, -1.7517, -0.1811], [3.5242, -1.0888, -0.7457]]
}

=====

{
  "formula": "C3H13N2O2S",
  "method": "ωB97M-V/def2-TZVPD",
  "relative_energy_kcal_mol": 41.63,
  "homo_ev": -2.86,
  "total_charge": -1,
  "energy_ev": -21232.563,
  "homo_lumo_gap_ev": 6.37,
  "species": ["C", "C", "S", "N", "C", "N", "H", "H", "H", "H", "H", "H", "H", "H", "H", "H", "H", "O", "H", "H", "O"],
  "positions_angstrom": [[-1.4755, 0.0121, 0.3568], [-0.9020, 0.4444, -0.9889], [-2.1588, 0.8148, -2.2573], [-0.3940, -0.0901, 1.4035], [0.3986, -1.2838, 1.3435], [1.4823, -1.4395, 0.3014], [-2.0579, -0.9214, 0.3622], [-2.2388, 0.6822, 0.7826], [-0.2509, 1.3141, -0.8182], [-0.2847, -0.3197, -1.4316], [-0.6359, -0.0193, 2.3829], [0.9912, -1.4693, 2.2609], [-0.2072, -2.2027, 1.1823], [1.7651, -0.5055, 0.0206], [0.9882, -1.9410, -0.4279], [0.9152, 2.0279, 1.7478], [-0.1555, 2.3028, 0.6048], [0.3004, 2.6480, 1.3598], [1.2325, -0.6436, -2.2625], [0.9977, 0.5355, -3.1971], [1.6900, 0.0541, -2.7257]]
}

=====

{
  "formula": "C20H28N4O4S",
  "method": "ωB97M-V/def2-TZVPD",
  "relative_energy_kcal_mol": 17.18,
  "homo_ev": -8.13,
  "total_charge": 0,
  "energy_ev": -46182.193,
  "homo_lumo_gap_ev": 8.48,
  "smiles": "CCCCn1c(N)c(N(Cc2ccccc2OC)C(=O)CCSC)c(=O)[nH]c1=O",
  "species": ["C", "H", "C", "C", "H", "C", "N", "C", "C", "C", "O", "N", "C", "O", "H", "N", "C", "O", "C", "C", "H", "H", "S", "C", "H", "H", "H", "H", "H", "C", "C", "C", "C", "C", "C", "C", "O", "C", "H", "H", "H", "H", "H", "H", "H", "H", "H", "N", "H", "H", "H", "H", "H", "H", "H", "H", "H"],
  "positions_angstrom": [[4.6855, -0.9167, -2.1129], [4.8087, -0.5528, -1.0946], [3.8975, 0.0869, -2.9488], [2.5441, 0.4498, -2.3372], [2.1305, 1.3101, -2.8664], [1.5319, -0.6936, -2.4422], [0.3264, -0.4357, -1.6706], [0.3041, -0.5754, -0.3049], [-0.8538, -0.3511, 0.4072], [-2.0626, 0.0580, -0.2472], [-3.1516, 0.2405, 0.2577], [-1.9005, 0.2224, -1.6296], [-0.7721, 0.0442, -2.3726], [-0.7321, 0.2558, -3.5637], [-2.7150, 0.5524, -2.1354], [-0.7883, -0.3771, 1.8229], [-1.4936, -1.2160, 2.6262], [-1.4867, -1.0947, 3.8343], [-2.2864, -2.3364, 1.9656], [-1.5372, -3.2322, 0.9902], [-1.4203, -2.7644, 0.0119], [-2.0719, -4.1763, 0.8702], [0.1432, -3.6453, 1.5883], [0.6197, -4.7540, 0.2285], [-0.0292, -5.6253, 0.2254], [1.6445, -5.0591, 0.4098], [0.5449, -4.2255, -0.7188], [-2.6730, -2.9388, 2.7900], [-3.1320, -1.8734, 1.4505], [-0.2205, 0.8376, 2.4179], [-1.1607, 1.9901, 2.1894], [-2.2104, 2.2082, 3.0654], [-3.1360, 3.2102, 2.8335], [-3.0138, 3.9985, 1.7062], [-1.9741, 3.7945, 0.8144], [-1.0443, 2.7897, 1.0444], [0.0125, 2.5157, 0.2100], [0.1953, 3.3303, -0.9210], [1.1123, 2.9796, -1.3922], [-0.6330, 3.2306, -1.6304], [0.3141, 4.3830, -0.6459], [-1.9092, 4.4173, -0.0641], [-3.7330, 4.7789, 1.5058], [-3.9509, 3.3666, 3.5232], [-2.3013, 1.5698, 3.9310], [0.7481, 1.0346, 1.9555], [-0.1054, 0.6410, 3.4849], [1.4478, -0.9092, 0.3452], [2.2205, -1.2909, -0.1714], [1.3114, -1.2806, 1.2752], [1.9643, -1.6447, -2.1203], [1.2122, -0.7982, -3.4818], [2.6796, 0.7320, -1.2909], [4.4875, 1.0003, -3.0419], [3.7449, -0.3111, -3.9536], [4.1940, -1.8866, -2.0813], [5.6737, -1.0637, -2.5412]]
}

=====

{
  "formula": "C2H6N4",
  "method": "ωB97M-V/def2-TZVPD",
  "relative_energy_kcal_mol": 42.38,
  "homo_ev": -8.97,
  "total_charge": 0,
  "energy_ev": -8130.255,
  "homo_lumo_gap_ev": 9.97,
  "smiles": "[H]/N=C(/N)NN=C",
  "species": ["C", "C", "H", "H", "H", "H", "H", "H", "N", "N", "N", "N"],
  "positions_angstrom": [[-0.6479, 0.2864, 0.3984], [1.0788, -1.0616, -1.3680], [-2.0735, 0.4457, 1.8249], [-0.5915, -0.1840, 2.2813], [-0.9865, 0.1095, -1.4336], [1.1848, 1.1063, 0.8318], [0.2160, -1.6167, -0.9647], [1.7237, -1.4438, -2.1657], [-1.0326, 0.4714, 1.6858], [-1.4854, 0.0796, -0.5293], [0.7582, 0.3640, 0.3445], [1.4658, -0.0243, -0.7234]]
}

=====

{
  "formula": "C5H8O2",
  "method": "ωB97M-V/def2-TZVPD",
  "relative_energy_kcal_mol": 157.82,
  "homo_ev": -8.57,
  "total_charge": 0,
  "energy_ev": -9402.988,
  "homo_lumo_gap_ev": 9.20,
  "species": ["C", "C", "O", "C", "C", "O", "C", "H", "H", "H", "H", "H", "H", "H", "H"],
  "positions_angstrom": [[0.9194, -1.3708, 0.2114], [1.1662, -0.2746, -0.7999], [0.1273, 0.3723, -1.4810], [-1.0660, 0.3828, -0.7171], [-0.8686, 1.0274, 0.5527], [0.3056, 0.9067, 1.1963], [1.2736, 0.0221, 0.6671], [-0.0824, -1.7378, 0.4007], [1.6937, -2.1252, 0.3181], [2.0608, -0.3230, -1.4137], [-1.5065, -0.6115, -0.7527], [-2.3561, 0.8622, -0.5889], [-1.3235, 1.9661, 0.8334], [-2.5668, 0.6916, 0.4198], [2.2233, 0.2119, 1.1538]]
}

=====

{
  "formula": "C20H22N4O2S",
  "method": "ωB97M-V/def2-TZVPD",
  "relative_energy_kcal_mol": 301.36,
  "homo_ev": -7.51,
  "total_charge": 0,
  "energy_ev": -41975.401,
  "homo_lumo_gap_ev": 7.21,
  "smiles": "Cc1cc2nc(-c3ccc(SCC(=O)N4CCOCC4)nc3)[nH]c2cc1C",
  "species": ["C", "C", "C", "C", "N", "C", "N", "C", "C", "C", "C", "H", "H", "H", "H", "H", "C", "C", "N", "C", "C", "C", "H", "H", "S", "C", "H", "C", "O", "N", "C", "H", "C", "O", "C", "H", "C", "H", "H", "H", "H", "H", "H", "H", "H", "H", "H", "H", "H"],
  "positions_angstrom": [[-1.7201, 3.1011, 7.7458], [-1.2811, 2.1604, 6.7512], [-1.7032, 2.2516, 5.5050], [-1.3167, 1.4522, 4.3653], [-1.8117, 1.3322, 2.9879], [-0.8945, 0.5028, 2.4060], [-0.0667, 0.0221, 3.2940], [-0.3197, 0.3540, 4.6119], [0.2054, 0.2152, 5.8590], [-0.3173, 1.1694, 6.9179], [0.4534, 0.9321, 8.2763], [1.0592, 0.0639, 8.2721], [0.5081, 1.9130, 8.6108], [-0.4578, 0.7740, 9.0174], [0.8956, -0.5376, 6.1113], [0.6557, -0.7923, 3.1877], [-1.0145, 0.1597, 1.0851], [-0.1846, -0.9591, 0.5271], [-0.1655, -1.4813, -0.5516], [-0.8489, -0.6141, -1.5523], [-1.7503, 0.3163, -1.1671], [-1.5076, 0.8466, 0.0875], [-2.1184, 1.6111, 0.5854], [-2.1750, 1.0598, -1.9243], [-0.9267, -1.4741, -3.1480], [0.3773, -2.4206, -3.1613], [0.3531, -2.6507, -2.2455], [1.7939, -1.8906, -3.6709], [2.6413, -1.5383, -3.0914], [1.7280, -1.3950, -5.0434], [0.7466, -1.6063, -5.9942], [-0.3026, -2.0772, -5.6559], [0.4055, -0.0776, -6.4593], [1.3985, 0.5711, -7.0587], [2.4923, 0.6137, -6.0906], [3.5803, 1.0388, -6.4357], [2.8469, -0.9684, -5.5276], [3.7971, -0.5466, -4.7983], [3.3626, -1.4019, -6.4251], [2.3925, 1.1966, -5.2669], [-0.3777, 0.0986, -7.2622], [0.1592, 0.6413, -5.7857], [1.0085, -2.0805, -7.0054], [-0.0576, -3.1833, -3.9472], [0.4853, -1.7856, 1.1264], [-2.5798, 3.0726, 5.2404], [-2.5836, 3.8092, 7.3731], [-2.3391, 2.5441, 8.5875], [-0.9015, 3.4639, 8.2037]]
}